No. 1
Density functional theory data (the ωB97M-V functional and the def2-TZVPD basis) for 2 unconnected molecules or ions with the total composition C3H9N2.

Calculated values
Total charge ... +1
Multiplicity ... 1
HOMO-LUMO gap ... 4.89 eV
Electronic energy ... -228.7209 Eh

Geometry (Å):
C  1.052  2.229  -1.114
N  0.091  1.598  -0.252
H  2.118  1.971  -0.974
H  0.978  3.311  -1.005
H  0.398  1.720  -1.783
H  0.258  0.583  -0.181
C  -1.382  -0.709  0.797
C  0.531  -2.041  0.555
N  -0.361  -1.337  -0.035
H  -1.571  0.269  0.350
H  -1.087  -0.542  1.822
H  -2.291  -1.334  0.792
H  1.297  -2.546  -0.072
H  0.589  -2.127  1.635

Atom charges from the natural (NBO) analysis, given in e for atoms 1 to 5:
1. C -0.404
2. N 0.035
3. H 0.290
4. H 0.274
5. H 0.355

No. 2
Density functional theory data (the ωB97M-V functional and the def2-TZVPD basis) for 2 unconnected molecules or ions with the total composition C9H14.

Calculated values
SMILES ... Cc1ccccc1.CC
Multiplicity ... 1
HOMO-LUMO gap ... 9.95 eV
Electronic energy ... -351.2970 Eh

Geometry (Å):
C  0.877  -1.697  -1.791
C  0.527  -0.246  -1.658
C  1.407  0.834  -1.642
C  1.010  2.140  -1.322
C  -0.338  2.310  -1.056
C  -1.252  1.251  -1.113
C  -0.871  -0.007  -1.509
H  0.545  -2.063  -2.757
H  0.421  -2.213  -0.951
H  1.953  -1.934  -1.782
H  2.439  0.496  -1.681
H  1.571  3.012  -1.006
H  -0.747  3.277  -0.774
H  -2.286  1.519  -0.889
H  -1.577  -0.822  -1.604
C  -0.325  -1.388  3.045
C  -0.614  -0.079  2.330
H  -1.049  -1.710  3.813
H  -0.139  -2.275  2.453
H  0.496  -1.167  3.756
H  -1.682  0.072  2.166
H  -0.263  -0.114  1.286
H  -0.102  0.806  2.684

Atom charges from the natural (NBO) analysis, given in e for atoms 1 to 5:
1. C -0.635
2. C -0.009
3. C -0.217
4. C -0.219
5. C -0.218

No. 3
Density functional theory data (the ωB97M-V functional and the def2-TZVPD basis) for a molecular structure, C26H41BN10O4S2Sm.

Calculated values
Total charge ... +1
Multiplicity ... 6
HOMO-LUMO gap (spin up / spin down) ... 7.31 / 7.33 eV
Electronic energy ... -3343.0756 Eh
⟨S²⟩ ... 8.7583

Geometry (Å):
Sm  -0.382  0.413  0.704
C  4.473  -0.268  -2.064
N  3.871  -0.255  -0.737
C  4.581  0.520  0.276
C  2.638  -0.698  -0.499
O  2.042  -0.536  0.574
C  1.938  -1.531  -1.567
O  0.687  -1.934  -1.074
C  0.737  -3.064  -0.222
C  -0.444  -2.961  0.724
O  -0.542  -1.919  1.401
N  -1.316  -3.953  0.841
C  -2.424  -3.830  1.793
C  -1.332  -5.190  0.066
H  5.521  -0.553  -1.985
H  3.972  -0.978  -2.718
H  4.420  0.725  -2.514
H  5.625  0.209  0.286
H  4.526  1.589  0.053
H  4.139  0.335  1.248
H  1.733  -0.925  -2.441
H  2.552  -2.388  -1.853
H  0.756  -3.970  -0.815
H  1.626  -3.037  0.412
H  -2.292  -2.950  2.410
H  -3.359  -3.742  1.239
H  -2.459  -4.721  2.421
H  -0.681  -5.145  -0.800
H  -1.037  -6.035  0.689
H  -2.349  -5.359  -0.288
C  -0.599  5.415  -2.450
S  0.940  4.592  -1.975
C  0.529  3.572  -0.591
S  -1.079  3.220  -0.104
N  1.618  3.134  -0.020
N  1.399  2.185  0.947
C  2.132  2.268  1.979
C  2.049  1.251  3.035
C  2.929  1.289  4.106
C  2.856  0.300  5.076
C  1.907  -0.697  4.939
C  1.059  -0.652  3.845
N  1.115  0.300  2.917
H  -0.614  6.425  -2.047
H  -1.439  4.844  -2.059
H  -0.638  5.450  -3.537
H  2.825  3.098  2.096
H  3.661  2.087  4.168
H  3.531  0.311  5.924
H  1.812  -1.492  5.667
H  0.293  -1.406  3.705
B  -3.801  0.687  0.943
N  -3.489  -0.559  0.053
C  -4.343  -1.481  -0.404
C  -3.674  -2.286  -1.316
C  -2.378  -1.767  -1.339
N  -2.271  -0.726  -0.508
N  -3.215  0.481  2.368
C  -3.883  0.221  3.496
C  -3.009  0.337  4.564
C  -1.794  0.672  3.973
N  -1.914  0.753  2.643
H  -4.997  0.807  1.019
H  -3.231  1.633  0.455
H  -5.374  -1.492  -0.078
H  -4.074  -3.104  -1.895
H  -1.528  -2.077  -1.929
H  -4.940  -0.003  3.471
H  -3.220  0.217  5.615
H  -0.860  0.896  4.459
C  1.809  1.549  -3.719
N  0.358  1.519  -3.856
C  -0.195  1.981  -5.128
C  -0.418  1.192  -2.813
C  -1.904  1.331  -2.981
O  0.098  0.791  -1.752
H  2.192  2.477  -4.139
H  2.268  0.707  -4.245
H  2.070  1.521  -2.665
H  0.599  1.975  -5.870
H  -0.585  2.999  -5.050
H  -0.990  1.326  -5.481
H  -2.158  2.307  -3.394
H  -2.384  1.218  -2.020
H  -2.277  0.561  -3.662

Atom charges from the Mulliken analysis, given in e for atoms 1 to 5:
1. Sm 0.335
2. C -0.995
3. N 0.094
4. C -0.971
5. C 1.202

No. 4
Density functional theory data (the ωB97M-V functional and the def2-TZVPD basis) for C6H10O in the gas phase.

Calculated values
SMILES ... C=C(O)/C=C/CC
Multiplicity ... 1
HOMO-LUMO gap ... 9.84 eV
Electronic energy ... -309.8003 Eh

Geometry (Å):
C  1.044  0.497  2.294
C  1.187  0.383  0.972
O  2.360  0.751  0.330
C  0.253  -0.272  0.039
C  -0.762  0.402  -0.507
C  -1.890  -0.050  -1.336
C  -1.982  -1.546  -1.613
H  1.871  0.918  2.850
H  0.062  0.294  2.689
H  3.040  0.851  1.018
H  0.561  -1.238  -0.351
H  -0.812  1.429  -0.143
H  -2.755  0.321  -0.773
H  -1.996  0.499  -2.279
H  -2.195  -2.106  -0.708
H  -2.661  -1.784  -2.434
H  -1.068  -1.955  -2.065

Atom charges from the natural (NBO) analysis, given in e for atoms 1 to 5:
1. C -0.532
2. C 0.309
3. O -0.685
4. C -0.278
5. C -0.124

No. 5
Density functional theory data (the ωB97M-V functional and the def2-TZVPD basis) for C5H3F8NO6S2 in the gas phase.

Calculated values
SMILES ... O=C(O)CN(S(=O)(=O)F)S(=O)(=O)C(F)(F)C(F)(F)C(F)(F)F
Multiplicity ... 1
HOMO-LUMO gap ... 11.54 eV
Electronic energy ... -2293.8035 Eh

Geometry (Å):
O  3.286  -1.013  1.268
C  2.787  -1.353  0.230
O  2.659  -2.626  -0.178
C  2.275  -0.385  -0.831
N  1.290  0.627  -0.367
S  1.871  1.987  0.499
O  2.215  1.685  1.829
O  1.066  3.090  0.151
F  3.195  2.117  -0.313
S  -0.118  -0.111  0.228
O  -0.187  -1.353  -0.467
O  -0.205  -0.050  1.643
C  -1.518  0.883  -0.500
F  -1.546  0.608  -1.803
F  -1.338  2.186  -0.338
C  -2.898  0.535  0.140
F  -3.788  1.285  -0.524
F  -2.885  0.913  1.418
C  -3.384  -0.941  0.069
F  -4.692  -0.962  0.328
F  -2.754  -1.681  0.980
F  -3.178  -1.453  -1.144
H  2.899  -3.196  0.568
H  1.819  -0.938  -1.645
H  3.128  0.146  -1.240

Atom charges from the natural (NBO) analysis, given in e for atoms 1 to 5:
1. O -0.550
2. C 0.758
3. O -0.665
4. C -0.343
5. N -0.908

No. 6
Density functional theory data (the ωB97M-V functional and the def2-TZVPD basis) for a molecular structure, C4H6GdO7.

Calculated values
Total charge ... +2
Multiplicity ... 9
HOMO-LUMO gap (spin up / spin down) ... 6.39 / 4.79 eV
Electronic energy ... -1447.6167 Eh
⟨S²⟩ ... 20.3462

Geometry (Å):
O  -0.695  1.126  -0.747
C  0.046  0.469  0.203
C  0.855  -0.669  -0.414
O  1.923  -0.126  -1.204
C  2.545  0.843  -0.584
O  1.912  1.464  0.282
O  3.534  1.324  -1.272
H  -0.977  1.998  -0.444
H  0.061  1.006  1.154
H  0.250  -1.248  -1.120
H  1.301  -1.275  0.380
H  3.840  2.168  -0.908
O  -2.919  -0.589  -0.506
C  -2.408  -1.142  0.566
O  -1.345  -0.682  1.143
O  -2.928  -2.189  0.988
Gd  -2.747  -2.442  3.435
H  -2.247  -0.036  -0.953

Atom charges from the Mulliken analysis, given in e for atoms 1 to 5:
1. O -0.458
2. C 0.154
3. C -0.271
4. O -0.298
5. C 0.711

No. 7
Density functional theory data (the ωB97M-V functional and the def2-TZVPD basis) for 3 unconnected molecules or ions with the total composition C5H16NO2.

Calculated values
Total charge ... +1
Multiplicity ... 1
HOMO-LUMO gap ... 10.33 eV
Electronic energy ... -405.0068 Eh

Geometry (Å):
C  0.631  -1.102  1.048
C  -0.719  -0.626  1.447
C  -1.665  -1.674  0.699
C  -1.397  -0.299  -1.446
C  -1.878  -1.342  -0.831
N  1.624  0.082  0.608
H  1.315  -1.579  1.796
H  0.438  -1.847  0.156
H  -1.018  0.367  1.188
H  -0.945  -0.702  2.549
H  -1.414  -2.651  0.851
H  -2.793  -1.700  1.028
H  -1.066  0.737  -0.942
H  -1.635  0.061  -2.461
H  -2.585  -1.958  -1.162
H  1.536  0.913  1.034
H  1.277  0.463  -0.279
H  2.527  -0.191  0.297
H  3.501  1.004  -2.262
H  2.392  2.056  -2.283
O  2.727  1.309  -1.739
H  -0.008  3.411  -0.311
H  -0.846  2.542  0.668
O  0.003  2.726  0.350

Atom charges from the natural (NBO) analysis, given in e for atoms 1 to 5:
1. C -0.210
2. C -0.472
3. C -0.429
4. C -0.454
5. C -0.149

No. 8
Density functional theory data (the ωB97M-V functional and the def2-TZVPD basis) for a molecular structure, C12H26Cl21Hg2O2.

Calculated values
Total charge ... +1
Multiplicity ... 1
HOMO-LUMO gap ... 3.89 eV
Electronic energy ... -10593.7497 Eh

Geometry (Å):
Hg  1.708  -0.169  -0.300
Hg  0.131  -0.024  3.244
C  3.848  -1.027  -3.226
O  3.045  -0.823  -2.088
H  3.285  -1.047  -4.158
H  4.644  -0.316  -3.447
H  4.406  -1.958  -3.121
C  3.169  -1.396  2.352
O  1.963  -0.749  2.021
H  3.918  -0.852  2.927
H  2.968  -2.333  2.871
H  3.688  -1.666  1.432
Cl  -0.605  0.794  0.784
C  -2.614  3.932  0.401
Cl  -2.523  5.640  0.891
Cl  -4.291  3.334  -0.007
H  -2.005  3.850  -0.500
H  -2.165  3.275  1.146
C  -1.209  -4.315  3.159
Cl  -2.174  -4.928  4.554
Cl  -0.841  -2.577  3.335
H  -0.264  -4.852  3.091
H  -1.795  -4.440  2.249
C  -4.313  -3.701  -0.357
Cl  -3.432  -5.215  -0.750
Cl  -3.327  -2.546  0.675
H  -4.571  -3.201  -1.291
H  -5.225  -3.979  0.172
C  -3.651  0.242  -1.947
Cl  -3.169  0.496  -3.638
Cl  -5.213  -0.510  -1.726
H  -2.908  -0.369  -1.433
H  -3.660  1.191  -1.412
C  0.171  -4.285  -0.764
Cl  1.680  -4.297  -1.693
Cl  -0.071  -2.764  0.131
H  -0.683  -4.382  -1.435
H  0.191  -5.054  0.008
C  -0.101  -1.198  -4.312
Cl  0.217  0.389  -5.072
Cl  -0.318  -1.000  -2.567
H  -0.999  -1.618  -4.765
H  0.745  -1.861  -4.494
C  -3.508  1.626  4.417
Cl  -2.173  2.773  4.071
Cl  -3.108  0.015  3.784
H  -3.668  1.518  5.490
H  -4.381  1.976  3.866
C  5.042  1.837  -0.741
Cl  5.959  3.218  -0.150
Cl  3.480  1.813  0.081
H  4.893  2.026  -1.804
H  5.636  0.937  -0.578
C  1.988  4.045  2.844
Cl  0.822  4.695  1.599
Cl  1.381  2.577  3.589
H  2.928  3.929  2.305
H  2.216  4.815  3.582
C  1.019  3.751  -2.804
Cl  0.254  4.857  -1.648
Cl  0.967  2.086  -2.117
H  0.537  3.786  -3.781
H  2.065  4.025  -2.942

Atom charges from the natural (NBO) analysis, given in e for atoms 1 to 5:
1. Hg 1.529
2. Hg 1.436
3. C -0.203
4. O -1.063
5. H 0.140